61
Properties=species:S:1:pos:R:3:forces:R:3 method="wB97M-V/def2-TZVPD" molar_mass_g_mol=417.506 fmax_ha_per_bohr=0.04795 homo_lumo_gap_ev=7.7025 lumo_ev=-0.42
C 3.869 -1.356 -3.862 -0.120 0.200 0.187
N 3.995 -0.086 -3.187 0.346 -0.158 -0.699
C 5.277 0.563 -3.334 -0.243 0.044 0.131
C 3.030 0.371 -2.285 -0.667 0.356 0.779
C 3.054 -0.056 -0.939 -0.026 0.233 -0.594
C 2.135 0.439 -0.035 -0.670 0.259 0.029
C 1.126 1.341 -0.441 0.984 -0.704 -0.997
C 0.173 1.876 0.512 0.250 0.621 1.001
C 0.509 2.401 1.721 0.062 0.321 -0.425
C -0.565 3.020 2.546 -1.164 0.222 -0.048
O -1.704 3.181 2.168 1.054 -0.171 0.427
O -0.195 3.502 3.775 0.312 -0.568 -0.286
C 1.032 3.005 4.345 0.140 0.630 -0.153
C 1.375 3.949 5.494 -0.123 -0.085 -0.403
C 0.898 1.566 4.801 -0.024 -0.113 0.122
O 2.107 3.160 3.393 -0.539 -0.266 -0.097
C 1.912 2.768 2.099 0.960 -0.147 -0.399
O 2.855 2.809 1.340 -0.939 0.030 0.802
C 1.081 1.727 -1.802 -0.467 0.075 0.948
C 2.027 1.275 -2.704 0.632 -0.526 0.138
H 2.894 -1.798 -3.627 0.251 0.017 -0.124
H 3.951 -1.214 -4.950 -0.061 -0.169 0.073
H 4.670 -2.045 -3.551 -0.143 -0.081 -0.052
H 5.299 1.472 -2.722 0.087 -0.210 -0.189
H 6.092 -0.109 -3.022 0.016 0.170 0.022
H 5.447 0.829 -4.388 0.102 0.069 0.143
H 3.824 -0.763 -0.620 -0.220 0.225 -0.115
H 2.168 0.122 1.008 0.009 0.074 -0.258
H -0.878 1.905 0.241 -0.040 -0.099 0.031
H 1.466 4.962 5.098 -0.012 -0.110 0.068
H 0.585 3.925 6.244 0.030 -0.031 -0.044
H 2.322 3.655 5.945 -0.058 -0.022 -0.037
H 0.644 0.885 3.985 0.021 0.112 0.046
H 1.839 1.244 5.256 -0.054 0.038 -0.148
H 0.125 1.507 5.572 0.007 0.004 -0.170
H 0.301 2.433 -2.098 0.240 -0.240 -0.074
H 2.024 1.600 -3.747 -0.032 -0.096 0.345
C -2.833 -0.374 -3.024 -0.007 0.146 -0.395
N -2.731 -1.614 -2.292 0.056 -0.046 -0.227
C -2.828 -2.834 -3.082 -0.056 0.050 0.232
C -2.473 -1.529 -0.966 -0.218 0.429 -0.388
O -2.240 -0.442 -0.435 -0.071 -0.687 -0.166
C -2.536 -2.827 -0.138 0.242 1.630 -0.236
C -3.907 -3.528 -0.183 0.000 -0.172 0.164
C -4.599 -3.184 1.149 0.252 0.136 0.390
C -3.612 -2.264 1.907 -0.702 0.854 0.016
N -2.366 -2.380 1.210 0.881 -1.950 1.224
H -2.720 0.452 -2.318 -0.042 -0.195 -0.314
H -2.048 -0.330 -3.790 -0.100 0.135 0.057
H -3.811 -0.322 -3.520 0.147 0.065 0.020
H -2.639 -3.724 -2.469 -0.084 0.356 -0.287
H -3.830 -2.912 -3.532 0.227 -0.069 0.117
H -2.094 -2.800 -3.900 -0.123 -0.042 0.202
H -1.727 -3.465 -0.517 -0.025 -0.120 0.353
H -4.523 -3.211 -1.029 0.235 -0.029 0.041
H -3.755 -4.608 -0.260 -0.074 0.124 -0.094
H -5.548 -2.663 0.985 0.124 -0.218 0.088
H -4.784 -4.093 1.730 -0.088 0.184 -0.150
H -3.974 -1.215 1.865 -0.040 -0.331 0.090
H -3.516 -2.527 2.969 -0.028 -0.048 -0.211
H -1.668 -1.673 1.411 -0.406 -0.109 -0.507

=====

14
Properties=species:S:1:pos:R:3:forces:R:3 method="wB97M-V/def2-TZVPD" molar_mass_g_mol=110.112 fmax_ha_per_bohr=0.03837 homo_lumo_gap_ev=7.8357 lumo_ev=-0.46
C 1.879 -0.145 -0.063 -0.282 -0.161 -0.012
C 0.402 0.063 0.004 0.275 -1.585 1.142
C -0.576 -0.876 0.055 1.037 0.380 -0.115
O -0.511 -2.223 -0.019 0.013 -0.127 0.134
C -1.903 -0.180 0.031 0.611 1.045 -1.328
O -3.007 -0.638 -0.058 0.158 -0.039 0.359
C -1.485 1.301 -0.075 -0.834 0.299 1.025
C -0.177 1.407 0.155 -0.989 -0.209 -1.231
H 2.136 -1.203 -0.086 0.116 -0.026 -0.048
H 2.283 0.325 -0.961 0.105 0.006 -0.026
H 2.367 0.304 0.802 0.065 0.026 0.016
H 0.391 -2.525 0.152 -0.127 0.099 -0.072
H -2.212 2.084 -0.186 -0.163 0.166 0.205
H 0.414 2.303 0.250 0.017 0.125 -0.048

=====

26
Properties=species:S:1:pos:R:3:forces:R:3 method="wB97M-V/def2-TZVPD" molar_mass_g_mol=148.206 fmax_ha_per_bohr=0.08283 homo_lumo_gap_ev=9.3560 lumo_ev=0.69
C -0.251 -0.593 -2.087 0.242 -0.261 0.133
N -0.474 -0.377 -0.661 1.804 0.628 1.718
C 0.864 -0.468 0.434 -1.812 -0.549 -1.801
C 1.581 0.864 0.604 -0.106 0.176 -0.198
C 1.811 -1.503 -0.158 0.207 0.160 -0.034
C 0.316 -0.959 1.767 0.260 0.135 0.319
H -0.215 -1.662 -2.315 0.433 0.014 -0.266
H -1.078 -0.196 -2.686 -0.109 0.192 0.372
H 0.651 -0.079 -2.429 -0.002 -0.186 0.072
H -1.176 -1.050 -0.359 0.411 0.072 0.259
H 2.515 0.719 1.162 -0.168 -0.261 -0.071
H 1.874 1.290 -0.360 -0.205 0.065 0.063
H 1.004 1.590 1.181 -0.141 -0.041 -0.330
H 2.191 -1.167 -1.127 -0.129 -0.150 0.049
H 2.693 -1.626 0.485 -0.223 -0.037 0.013
H 1.316 -2.470 -0.271 0.085 0.042 -0.041
H -0.310 -1.846 1.638 -0.056 0.151 0.135
H -0.187 -0.177 2.341 -0.382 -0.122 -0.412
H 1.146 -1.226 2.435 0.073 -0.199 -0.359
N -2.199 1.043 0.964 0.484 -0.221 -1.307
C -1.993 1.368 -0.377 -3.043 2.764 1.114
O -2.877 1.233 -1.227 1.782 -1.301 0.096
O -1.204 2.504 -0.429 0.443 -0.742 -0.562
H -2.740 0.201 1.103 0.190 0.569 0.634
H -1.785 1.670 1.639 -0.239 -0.738 0.104
H -1.471 2.918 -1.268 0.203 -0.159 0.297

=====

22
Properties=species:S:1:pos:R:3:forces:R:3 method="wB97M-V/def2-TZVPD" molar_mass_g_mol=344.308 fmax_ha_per_bohr=0.01438 homo_lumo_gap_ev=7.6441 lumo_ev=2.00 charge=-1
C 2.889 -0.447 -0.549 -0.252 -0.053 -0.201
B 1.861 0.588 -1.091 0.148 0.003 0.695
O 2.282 1.870 -1.420 0.352 -0.403 -0.090
C 0.322 0.320 -1.315 0.006 -0.543 -0.484
O -0.152 -1.045 -1.132 0.383 0.083 -0.245
S -1.721 -0.913 -1.302 -0.583 -0.405 0.160
O -2.395 -2.032 -0.762 0.340 0.322 0.151
O -2.031 -0.515 -2.640 0.181 0.140 -0.036
O -1.833 0.378 -0.362 -0.118 -0.001 0.056
C -0.639 1.141 -0.452 0.072 0.328 -0.659
Br 0.079 1.546 1.278 -0.106 -0.118 0.071
H 3.364 -0.039 0.343 0.055 -0.023 0.117
H 2.453 -1.419 -0.338 -0.008 -0.034 0.178
H 3.675 -0.577 -1.298 0.105 0.034 -0.002
H 2.228 2.053 -2.357 -0.324 0.388 -0.185
H 0.123 0.555 -2.370 -0.126 0.148 0.008
H -0.838 2.075 -0.968 -0.185 0.132 0.284
O -2.460 -1.506 4.432 -0.034 -0.033 -0.016
Cl -1.937 -0.710 3.347 0.032 -0.014 0.017
O -2.934 0.242 2.913 0.008 0.019 -0.010
O -1.574 -1.568 2.240 0.027 0.041 0.020
O -0.760 0.003 3.801 0.026 -0.010 0.172

=====

9
Properties=species:S:1:pos:R:3:forces:R:3 method="wB97M-V/def2-TZVPD" molar_mass_g_mol=61.064 fmax_ha_per_bohr=0.06695 homo_lumo_gap_ev=12.4264 lumo_ev=-4.21 charge=+1
N 0.755 -1.286 -0.073 1.066 2.006 -0.273
C 1.072 0.002 -0.067 -0.482 1.211 1.671
N -0.244 1.030 0.041 0.624 -2.103 -2.654
O 2.083 0.546 0.108 1.232 0.380 -0.552
H -0.094 -1.726 -0.116 -2.501 -0.830 -0.244
H 1.554 -1.846 0.033 1.147 -1.077 0.090
H -0.659 0.979 0.914 -1.025 -0.213 2.429
H -0.843 0.611 -0.640 -1.284 -0.421 -0.406
H -0.231 1.981 -0.267 1.222 1.048 -0.061

=====

18
Properties=species:S:1:pos:R:3:forces:R:3 method="wB97M-V/def2-TZVPD" molar_mass_g_mol=101.149 fmax_ha_per_bohr=0.09854 homo_lumo_gap_ev=9.2061 lumo_ev=1.01
N 1.793 -0.849 -2.771 -1.950 0.551 -0.216
C 0.679 -1.062 -1.918 -0.732 0.101 0.445
C 0.253 -0.246 -0.891 3.037 -0.610 -0.668
C -0.496 -0.776 0.334 -1.054 0.118 1.012
C -0.376 0.098 1.670 2.813 1.068 -3.761
C -0.782 1.563 1.825 -1.693 0.198 -0.364
O -1.690 2.008 0.832 -0.172 0.267 -0.553
H 2.603 -0.728 -2.255 1.785 1.056 1.352
H 1.984 -1.693 -3.242 -0.108 -0.910 -1.099
H 0.179 -2.008 -2.278 0.098 0.902 1.335
H 0.741 0.811 -0.831 -0.621 -2.012 0.079
H -0.408 -1.907 0.737 0.381 2.530 -1.541
H -1.484 -0.671 -0.071 -1.318 -0.372 0.639
H -0.948 -0.290 2.367 -2.433 -3.017 3.264
H 0.672 0.018 1.941 0.193 -0.111 0.416
H 0.081 2.215 1.884 0.145 0.316 0.222
H -1.487 1.665 2.699 1.512 -0.069 -0.219
H -1.314 1.851 -0.033 0.117 -0.007 -0.346

=====

40
Properties=species:S:1:pos:R:3:forces:R:3 method="wB97M-V/def2-TZVPD" molar_mass_g_mol=449.252 fmax_ha_per_bohr=0.19213 homo_lumo_gap_ev=4.5223 lumo_ev=4.08 charge=-2
C 1.661 -2.758 0.104 0.413 -1.173 0.421
C 1.731 -2.794 -1.307 0.832 -0.433 0.037
C 0.406 -2.786 -1.803 -0.671 -0.247 -0.469
H 2.631 -2.829 -1.898 0.065 -0.060 -0.069
C -0.475 -2.706 -0.701 -0.469 -1.410 -0.060
C 0.306 -2.700 0.476 -0.204 -1.002 0.307
H -0.067 -2.597 1.481 -0.068 0.019 0.050
H 2.500 -2.704 0.776 0.079 0.018 0.040
H 0.121 -2.769 -2.840 -0.030 -0.073 -0.147
H -1.549 -2.647 -0.750 0.062 0.126 0.043
Cd 0.790 -0.750 -0.766 0.361 1.030 -2.387
Cl 1.491 0.479 0.957 2.029 1.920 2.518
C 0.897 2.162 -5.494 -0.014 0.016 -0.077
C -0.316 1.531 -5.832 0.015 0.032 -0.083
C -0.010 0.313 -6.472 -0.015 0.048 -0.043
H -1.312 1.915 -5.636 0.057 -0.045 0.043
C 1.393 0.192 -6.529 0.024 -0.010 -0.046
C 1.953 1.335 -5.924 0.016 0.026 -0.031
H 3.012 1.541 -5.810 -0.016 -0.018 0.026
H 1.000 3.118 -4.990 -0.010 -0.063 0.019
H -0.728 -0.405 -6.854 0.016 0.003 0.039
H 1.945 -0.636 -6.962 -0.001 -0.009 0.026
C -0.145 1.418 6.599 0.137 0.090 0.423
C -0.526 1.181 5.161 0.010 0.135 -0.478
C -1.211 0.014 4.807 0.097 0.630 -0.815
C -1.573 -0.226 3.472 0.183 0.325 -0.262
C -1.260 0.704 2.460 0.921 0.089 0.732
C -0.583 1.881 2.822 -0.166 -0.236 0.300
C -0.210 2.116 4.158 -0.718 -0.865 -0.418
S -1.772 0.378 0.729 -7.097 -1.155 -6.775
O -2.516 -0.961 0.668 3.535 1.381 1.529
O -2.980 1.290 0.470 3.810 0.243 1.462
O -0.873 0.488 -0.782 -3.103 0.946 4.997
H -1.059 1.447 7.232 0.603 -0.036 -0.251
H 0.511 0.595 6.957 -0.394 0.484 -0.071
H 0.401 2.376 6.729 -0.337 -0.576 -0.089
H -1.468 -0.714 5.569 -0.004 -0.005 -0.051
H -2.105 -1.136 3.237 0.016 -0.016 -0.305
H -0.334 2.618 2.070 0.021 -0.136 -0.067
H 0.320 3.025 4.413 0.012 0.006 -0.020